Formula: C3H3NO2
Source: the Open Molecules 2025 dataset
Level of theory: ωB97M-V/def2-TZVPD

Results
Relative energy (zero: lowest compared OMol25 entry of this formula, charge and spin) in kcal per mole: 75.3
Kohn-Sham gap in eV: 8.833
HOMO energy in Eh: -0.309
DFT total energy in hartree: -321.257616

Geometry as ORCA input:
```
! wB97M-V def2-TZVPD RIJCOSX def2/J DEFGRID3
* xyz 0 1
O -2.49 0.40 -0.12
O 0.04 1.63 0.23
N -0.46 -0.79 -0.69
C -1.44 -0.02 -0.36
C 0.31 -0.65 0.55
C 0.57 0.68 0.87
H 1.24 0.89 1.72
H -0.03 -0.65 -1.60
H 0.57 -1.55 1.08
*
```